Version 1
{"formula": "C7H13NO", "method": "ωB97M-V/def2-TZVPD", "homo_ev": -8.9516, "gap_ev": 9.35, "lumo_energy_ev": 0.4, "symbols": ["C", "C", "C", "O", "N", "H", "H", "H", "H", "H", "H", "H", "C", "C", "C", "C", "H", "H", "H", "H", "H", "H"], "positions_angstrom": [[1.86, -1.56, -0.68], [0.49, 1.60, 1.35], [0.37, 1.06, -0.05], [1.82, -1.05, 0.44], [1.09, 1.39, -1.03], [1.88, 1.97, -0.78], [2.01, -0.86, -1.52], [0.16, -1.81, -1.84], [2.45, -2.48, -0.78], [1.26, 2.36, 1.42], [0.76, 0.82, 2.05], [-0.45, 2.06, 1.69], [-1.60, -0.54, 0.63], [-0.92, 0.26, -0.41], [-1.01, -1.28, 1.56], [-1.68, 0.88, -1.34], [-2.68, -0.53, 0.57], [-0.35, -1.15, -1.56], [0.06, -1.32, 1.67], [-2.69, 0.55, -1.54], [-1.58, -1.94, 2.20], [-1.24, 1.57, -2.03]], "nbo_charge": [0.23, -0.69, 0.35, -0.55, -0.68, 0.34, 0.15, -0.04, 0.14, 0.22, 0.24, 0.23, -0.23, -0.14, -0.36, -0.30, 0.20, 0.07, 0.22, 0.19, 0.20, 0.22]}

Version 2
{"formula": "C7H13NO", "method": "ωB97M-V/def2-TZVPD", "smiles": "C[C@@]12CN1CCC[C@@H]2O", "homo_ev": -8.3050, "gap_ev": 9.25, "lumo_energy_ev": 0.9, "symbols": ["C", "C", "C", "C", "C", "C", "C", "H", "H", "H", "H", "H", "H", "H", "H", "H", "H", "H", "H", "H", "N", "O"], "positions_angstrom": [[1.32, -0.16, 1.42], [0.92, 0.51, 0.12], [1.90, 0.48, -1.03], [-0.18, -1.44, -0.81], [-1.58, -0.89, -0.38], [-1.51, 0.28, 0.61], [-0.39, 1.31, 0.28], [2.09, -0.96, 1.28], [1.69, 0.61, 2.14], [0.43, -0.68, 1.90], [2.74, -0.12, -0.97], [1.98, 1.37, -1.59], [0.20, -2.04, 0.01], [-0.20, -1.98, -1.75], [-2.17, -1.75, 0.03], [-2.14, -0.69, -1.30], [-2.46, 0.84, 0.69], [-1.36, -0.16, 1.62], [-0.32, 1.95, 1.14], [-0.83, 1.62, -1.58], [0.64, -0.23, -1.05], [-0.75, 2.13, -0.78]], "nbo_charge": [-0.64, 0.04, -0.18, -0.19, -0.41, -0.43, 0.12, 0.22, 0.23, 0.21, 0.19, 0.20, 0.17, 0.21, 0.21, 0.20, 0.23, 0.20, 0.17, 0.47, -0.49, -0.71]}

Version 3
{"formula": "C7H13NO", "method": "ωB97M-V/def2-TZVPD", "smiles": "C=C(C)/C(N)=C(\\C)CO", "homo_ev": -8.2602, "gap_ev": 9.01, "lumo_energy_ev": 0.7, "symbols": ["C", "C", "C", "C", "C", "C", "N", "C", "O", "H", "H", "H", "H", "H", "H", "H", "H", "H", "H", "H", "H", "H"], "positions_angstrom": [[2.32, -0.75, -0.11], [-0.07, -1.78, -0.97], [-2.24, 0.28, 1.17], [0.22, 0.62, 0.07], [0.52, -0.55, -0.38], [-1.50, 0.67, -0.07], [0.78, 1.72, 0.62], [-2.05, 1.24, -1.14], [2.89, 0.15, 0.84], [3.83, -0.06, 0.92], [1.72, 1.94, 0.28], [0.85, 1.67, 1.63], [2.82, -0.64, -1.08], [2.43, -1.78, 0.25], [-1.00, -2.10, -0.50], [-0.27, -1.67, -2.03], [0.59, -2.65, -0.90], [-1.82, 0.77, 2.05], [-3.30, 0.57, 1.12], [-2.19, -0.81, 1.33], [-3.08, 1.59, -1.14], [-1.45, 1.58, -1.98]], "nbo_charge": [-0.10, -0.66, -0.66, 0.16, 0.00, 0.02, -0.84, -0.44, -0.75, 0.47, 0.40, 0.38, 0.15, 0.15, 0.23, 0.23, 0.22, 0.21, 0.21, 0.21, 0.19, 0.20]}

Short version: version 2, version 3, version 1, most stable first.

Version 1
{"formula": "C7H13NO", "method": "ωB97M-V/def2-TZVPD", "homo_ev": [-7.4782, -7.4812], "gap_ev": [8.33, 8.33], "lumo_energy_ev": [0.8, 0.8], "symbols": ["C", "C", "C", "C", "C", "C", "C", "N", "O", "H", "H", "H", "H", "H", "H", "H", "H", "H", "H", "H", "H", "H"], "positions_angstrom": [[-0.52, 0.41, -1.18], [1.01, 0.76, -0.96], [-1.16, -0.33, 0.05], [1.72, -0.32, -0.03], [-1.72, -1.66, -0.18], [-1.70, 0.40, 1.24], [3.13, 0.10, 0.43], [0.80, -1.03, 0.74], [1.33, -1.68, -0.31], [-0.95, 1.36, -1.55], [-0.58, -0.22, -2.05], [1.53, 0.97, -1.80], [0.91, 1.71, -0.31], [-1.11, -2.44, -0.85], [-2.73, -1.66, -0.78], [-1.94, -2.15, 0.77], [-2.53, 1.07, 0.85], [-0.91, 1.12, 1.63], [-2.11, -0.40, 1.95], [3.59, -0.43, 1.31], [3.16, 1.11, 0.89], [3.94, 0.26, -0.32]], "nbo_charge": [-0.46, -0.39, 0.20, 0.30, -0.68, -0.67, -0.67, -0.15, -0.37, 0.22, 0.21, 0.21, 0.19, 0.24, 0.22, 0.22, 0.22, 0.23, 0.23, 0.24, 0.23, 0.23]}

Version 2
{"formula": "C7H13NO", "method": "ωB97M-V/def2-TZVPD", "smiles": "C=C(C(N)=O)C(C)(C)C", "homo_ev": -9.2912, "gap_ev": 10.13, "lumo_energy_ev": 0.8, "symbols": ["C", "C", "C", "C", "C", "C", "N", "C", "O", "H", "H", "H", "H", "H", "H", "H", "H", "H", "H", "H", "H", "H"], "positions_angstrom": [[0.11, -0.69, 0.52], [-0.14, -0.43, 2.00], [-1.02, -1.50, -0.08], [1.45, -1.41, 0.39], [-0.74, 1.68, -0.42], [0.33, 0.73, -0.72], [-1.40, 2.23, -1.47], [1.39, 1.14, -1.43], [-1.17, 1.79, 0.74], [-1.13, 2.05, -2.42], [-2.16, 2.87, -1.28], [-0.06, -1.36, 2.57], [-1.17, -0.11, 2.21], [0.57, 0.29, 2.41], [-0.83, -1.76, -1.12], [-1.97, -0.95, -0.03], [-1.17, -2.43, 0.49], [2.28, -0.77, 0.72], [1.47, -2.30, 1.04], [1.64, -1.72, -0.64], [1.52, 2.18, -1.73], [2.17, 0.45, -1.75]], "nbo_charge": [0.09, -0.63, -0.64, -0.64, 0.59, -0.06, -0.81, -0.41, -0.63, 0.40, 0.40, 0.21, 0.23, 0.22, 0.21, 0.22, 0.21, 0.21, 0.21, 0.20, 0.21, 0.20]}

Short version: version 2, version 1, most stable first.

Version 1
{"formula": "C5H4ClNS", "method": "ωB97M-V/def2-TZVPD", "smiles": "NC1=CC(=S)C(Cl)=C1", "homo_ev": -8.0580, "gap_ev": 6.64, "lumo_energy_ev": -1.4, "symbols": ["C", "C", "C", "C", "C", "H", "H", "H", "H", "N", "S", "Cl"], "positions_angstrom": [[-0.62, -0.18, -0.38], [-0.51, -0.85, 0.85], [0.92, -0.61, 1.27], [1.54, 0.22, 0.25], [0.62, 0.45, -0.75], [-2.73, 0.21, -0.72], [-1.55, 0.80, -2.11], [-1.24, -1.48, 1.39], [0.84, 1.05, -1.68], [-1.70, 0.19, -1.19], [1.35, -0.77, 2.83], [3.08, 0.96, 0.26]], "nbo_charge": [0.21, -0.40, -0.15, -0.09, -0.23, 0.42, 0.42, 0.24, 0.23, -0.82, 0.11, 0.07]}

Version 2
{"formula": "C5H4ClNS", "method": "ωB97M-V/def2-TZVPD", "smiles": "N#C[C@]1(Cl)CCC1=S", "homo_ev": -9.2021, "gap_ev": 8.21, "lumo_energy_ev": -1.0, "symbols": ["C", "C", "C", "C", "C", "H", "H", "H", "H", "N", "S", "Cl"], "positions_angstrom": [[-0.80, 0.07, 0.09], [-0.87, 0.57, 1.56], [0.67, 0.71, 1.62], [0.81, 0.09, 0.28], [-0.84, 1.13, -0.84], [-0.94, -0.28, 2.21], [-1.59, 1.28, 1.68], [1.12, 1.79, 1.53], [1.06, 0.05, 2.44], [-0.55, 2.12, -1.57], [2.10, -0.57, -0.49], [-1.37, -1.41, -0.31]], "nbo_charge": [-0.32, -0.37, -0.52, -0.01, 0.25, 0.22, 0.23, 0.26, 0.25, -0.27, 0.14, 0.12]}

Short version: version 1, version 2, most stable first.

Version 1
{"formula": "C24H68N6O7", "method": "ωB97M-V/def2-TZVPD", "homo_ev": -8.6415, "gap_ev": 9.15, "lumo_energy_ev": 0.5, "symbols": ["C", "C", "C", "O", "C", "N", "H", "H", "H", "H", "H", "H", "H", "H", "H", "H", "H", "H", "O", "H", "C", "C", "C", "O", "C", "N", "H", "H", "H", "H", "H", "H", "H", "H", "H", "H", "H", "C", "C", "C", "O", "C", "N", "H", "H", "H", "H", "H", "H", "H", "H", "H", "H", "H", "C", "C", "C", "O", "C", "N", "H", "H", "H", "H", "H", "H", "H", "H", "H", "H", "H", "C", "C", "C", "O", "C", "N", "H", "H", "H", "H", "H", "H", "H", "H", "H", "H", "H", "C", "C", "C", "O", "C", "N", "H", "H", "H", "H", "H", "H", "H", "H", "H", "H", "H"], "positions_angstrom": [[1.77, -3.98, -3.35], [1.82, -2.99, -2.24], [3.06, -2.05, -2.25], [4.19, -2.93, -1.92], [5.37, -2.19, -1.64], [0.57, -2.17, -2.23], [-0.47, -2.60, -2.36], [0.52, -1.72, -1.23], [0.71, -1.69, -3.11], [2.69, -4.56, -3.33], [1.59, -3.30, -4.24], [1.05, -4.85, -3.10], [1.62, -3.54, -1.45], [3.01, -1.21, -1.44], [3.19, -1.49, -3.31], [6.06, -2.85, -1.34], [5.42, -2.05, -0.71], [5.70, -1.57, -2.44], [0.01, -0.68, -0.31], [-0.05, 0.10, -0.28], [-1.76, 2.66, 1.82], [-2.46, 1.53, 2.54], [-3.94, 1.69, 2.68], [-4.15, 3.09, 3.06], [-5.64, 3.35, 3.26], [-2.02, 0.24, 2.01], [-2.05, 3.65, 2.03], [-1.59, 2.47, 0.59], [-0.71, 2.62, 2.49], [-2.07, 1.47, 3.56], [-4.43, 1.17, 3.31], [-4.40, 1.41, 1.61], [-6.11, 3.32, 2.18], [-6.11, 4.38, 3.52], [-6.06, 2.62, 3.97], [-2.36, 0.17, 0.97], [-0.96, 0.36, 1.90], [-0.27, -4.45, 3.01], [0.28, -3.26, 2.13], [1.77, -3.30, 2.10], [2.15, -3.02, 3.41], [3.57, -2.93, 3.60], [-0.09, -3.54, 0.78], [0.30, -5.25, 2.76], [-1.44, -4.39, 3.01], [-0.27, -4.07, 3.98], [-0.20, -2.49, 2.42], [2.37, -2.58, 1.60], [2.26, -4.38, 1.84], [3.87, -2.73, 4.74], [3.86, -2.10, 3.12], [4.15, -3.75, 3.19], [-1.01, -3.95, 0.73], [-0.16, -2.67, 0.48], [2.37, 3.22, -3.24], [1.31, 2.57, -2.27], [-0.12, 2.78, -2.61], [-0.35, 4.18, -2.38], [-1.74, 4.56, -2.66], [1.65, 1.16, -2.22], [2.29, 2.83, -4.36], [3.50, 3.03, -3.00], [2.24, 4.19, -3.22], [1.38, 3.00, -1.25], [-0.68, 2.19, -1.90], [-0.45, 2.56, -3.74], [-2.41, 4.27, -1.63], [-1.97, 4.48, -3.63], [-1.76, 5.65, -2.69], [0.95, 0.58, -1.62], [2.57, 1.06, -1.59], [2.11, 2.21, 2.99], [1.82, 1.32, 1.75], [3.07, 0.72, 1.06], [3.63, 1.77, 0.26], [4.95, 1.49, -0.28], [0.95, 0.21, 2.15], [1.19, 2.62, 3.40], [2.67, 3.02, 2.75], [2.79, 1.71, 3.99], [1.34, 1.86, 1.08], [2.95, -0.08, 0.28], [3.65, 0.53, 1.86], [4.68, 0.83, -1.23], [5.57, 0.80, 0.38], [5.32, 2.36, -0.63], [0.69, -0.22, 1.24], [1.29, -0.46, 2.57], [-5.37, -1.58, -0.71], [-3.92, -1.26, -1.23], [-3.60, 0.21, -1.32], [-4.65, 0.75, -2.00], [-4.53, 2.20, -2.29], [-2.75, -1.90, -0.53], [-5.13, -1.40, 0.42], [-5.62, -2.64, -0.73], [-5.82, -0.77, -1.16], [-3.85, -1.65, -2.43], [-2.60, 0.63, -1.96], [-3.52, 0.70, -0.41], [-3.77, 2.37, -3.09], [-4.18, 2.90, -1.40], [-5.51, 2.69, -2.53], [-2.80, -1.92, 0.31], [-2.01, -1.36, -0.67]], "lowdin_charge": [-0.04, -0.38, -0.13, -0.17, -0.08, 0.14, 0.23, 0.06, 0.12, 0.08, 0.11, 0.12, 0.07, 0.11, 0.17, 0.06, 0.01, 0.11, -0.23, -0.24, -0.05, -0.50, -0.17, -0.22, -0.07, 0.03, 0.03, 0.14, 0.11, 0.14, 0.04, 0.16, 0.10, 0.09, 0.07, 0.06, 0.04, -0.01, -0.40, -0.21, -0.21, -0.09, 0.08, 0.04, 0.13, 0.05, 0.07, 0.09, 0.18, 0.14, 0.01, 0.09, 0.07, -0.05, -0.04, -0.46, -0.22, -0.21, -0.08, 0.02, 0.12, 0.09, -0.01, 0.14, 0.08, 0.17, 0.15, 0.03, 0.07, 0.06, 0.09, -0.04, -0.36, -0.17, -0.24, -0.06, 0.09, 0.05, 0.01, 0.17, 0.07, 0.11, 0.08, 0.10, 0.11, 0.04, 0.04, -0.05, -0.02, -0.36, -0.29, -0.22, -0.07, 0.11, 0.11, 0.08, 0.03, 0.18, 0.18, 0.06, 0.08, 0.10, 0.09, -0.07, -0.04]}

Version 2
{"formula": "C24H68N6O7", "method": "ωB97M-V/def2-TZVPD", "smiles": "COC[C@H](C)N.COC[C@H](C)N.COC[C@H](C)N.COC[C@H](C)N.COC[C@H](C)N.COC[C@H](C)N.O", "homo_ev": -8.6058, "gap_ev": 9.14, "lumo_energy_ev": 0.5, "symbols": ["C", "C", "C", "O", "C", "N", "H", "H", "H", "H", "H", "H", "H", "H", "H", "H", "H", "C", "C", "C", "O", "C", "N", "H", "H", "H", "H", "H", "H", "H", "H", "H", "H", "H", "C", "C", "C", "O", "C", "N", "H", "H", "H", "H", "H", "H", "H", "H", "H", "H", "H", "C", "C", "C", "O", "C", "N", "H", "H", "H", "H", "H", "H", "H", "H", "H", "H", "H", "C", "C", "C", "O", "C", "N", "H", "H", "H", "H", "H", "H", "H", "H", "H", "H", "H", "C", "C", "C", "O", "C", "N", "H", "H", "H", "H", "H", "H", "H", "H", "H", "H", "H", "O", "H", "H"], "positions_angstrom": [[6.42, -1.69, 1.59], [6.17, -0.81, 2.82], [6.83, 0.55, 2.66], [8.22, 0.42, 2.37], [8.91, 1.63, 2.51], [4.73, -0.66, 2.92], [7.46, -1.76, 1.28], [5.86, -1.29, 0.74], [6.05, -2.69, 1.83], [6.55, -1.32, 3.71], [6.77, 1.06, 3.63], [6.36, 1.08, 1.82], [8.49, 2.41, 1.85], [9.94, 1.50, 2.22], [8.84, 2.04, 3.53], [4.31, -0.26, 2.09], [4.36, -0.16, 3.72], [1.99, -6.71, 2.54], [1.05, -5.73, 1.85], [-0.33, -5.80, 2.53], [-1.29, -5.15, 1.68], [-2.57, -5.11, 2.28], [1.54, -4.36, 1.97], [2.98, -6.69, 2.06], [1.67, -7.74, 2.43], [2.16, -6.36, 3.56], [0.92, -6.06, 0.81], [-0.28, -5.30, 3.49], [-0.62, -6.85, 2.56], [-2.83, -5.95, 2.93], [-3.29, -5.01, 1.47], [-2.68, -4.23, 2.93], [2.27, -4.17, 1.29], [0.80, -3.74, 1.66], [-0.80, 7.28, 1.45], [0.12, 6.09, 1.17], [-0.33, 5.33, -0.05], [-0.30, 6.15, -1.20], [-0.16, 5.37, -2.37], [1.56, 6.48, 1.09], [-1.73, 6.89, 1.88], [-1.15, 7.78, 0.55], [-0.43, 7.98, 2.20], [0.03, 5.45, 2.06], [-1.36, 4.98, 0.13], [0.25, 4.41, -0.18], [-0.95, 4.60, -2.38], [0.78, 4.81, -2.34], [-0.31, 5.99, -3.25], [1.62, 7.41, 1.50], [1.79, 6.55, 0.10], [-0.22, 0.78, 1.45], [0.47, 0.66, 0.09], [1.84, -0.01, 0.23], [2.74, 0.71, 1.05], [3.38, 1.77, 0.36], [-0.42, -0.13, -0.79], [0.42, 1.30, 2.16], [-0.46, -0.21, 1.85], [-1.17, 1.30, 1.32], [0.52, 1.64, -0.39], [2.28, -0.30, -0.74], [1.65, -0.98, 0.70], [2.70, 2.28, -0.33], [4.24, 1.36, -0.18], [3.69, 2.53, 1.07], [0.02, -0.10, -1.71], [-0.39, -1.12, -0.54], [-2.52, -0.38, -4.01], [-1.61, -0.76, -5.17], [-0.15, -0.81, -4.70], [0.20, 0.27, -3.87], [0.21, 1.53, -4.48], [-1.98, -2.11, -5.65], [-2.17, -0.87, -3.10], [-3.57, -0.59, -4.19], [-2.47, 0.69, -3.81], [-1.67, -0.07, -6.02], [0.58, -0.92, -5.52], [-0.03, -1.74, -4.13], [0.91, 1.55, -5.32], [0.42, 2.25, -3.69], [-0.76, 1.87, -4.86], [-1.40, -2.31, -6.47], [-2.90, -2.08, -6.09], [-8.62, 0.38, -0.76], [-7.59, -0.73, -0.62], [-6.47, -0.40, 0.35], [-5.63, 0.58, -0.25], [-4.28, 0.45, 0.18], [-8.20, -2.02, -0.23], [-9.38, 0.19, -1.52], [-8.09, 1.28, -1.05], [-9.12, 0.51, 0.20], [-7.07, -0.85, -1.59], [-5.91, -1.30, 0.62], [-6.86, 0.03, 1.28], [-3.91, -0.58, 0.21], [-4.26, 0.85, 1.20], [-3.60, 1.05, -0.43], [-9.10, -2.10, -0.66], [-7.60, -2.76, -0.58], [-0.79, -3.10, -0.26], [-0.98, -3.51, 0.60], [-1.33, -3.60, -0.88]], "lowdin_charge": [-0.06, -0.43, -0.20, -0.20, -0.14, 0.04, 0.07, 0.07, 0.07, 0.14, 0.12, 0.12, 0.09, 0.09, 0.08, 0.04, 0.07, -0.07, -0.45, -0.18, -0.23, -0.11, 0.05, 0.08, 0.08, 0.08, 0.14, 0.14, 0.13, 0.09, 0.09, 0.09, 0.08, 0.04, -0.07, -0.42, -0.23, -0.19, -0.11, 0.04, 0.08, 0.08, 0.07, 0.13, 0.13, 0.11, 0.09, 0.08, 0.09, 0.05, 0.06, -0.05, -0.43, -0.21, -0.22, -0.09, 0.06, 0.08, 0.08, 0.07, 0.12, 0.13, 0.13, 0.08, 0.09, 0.09, 0.04, 0.03, -0.05, -0.44, -0.21, -0.22, -0.10, 0.02, 0.08, 0.08, 0.07, 0.13, 0.13, 0.13, 0.09, 0.08, 0.08, 0.07, 0.07, -0.06, -0.45, -0.22, -0.20, -0.11, 0.03, 0.07, 0.08, 0.08, 0.14, 0.11, 0.13, 0.08, 0.09, 0.08, 0.06, 0.07, -0.06, 0.01, 0.05]}

Short version: version 2, version 1, most stable first.